{"formula": "C51H68InN3O7P3S", "method": "ωB97M-V with the def2-TZVPD basis set", "homo_lumo_gap_ev": [4.0161, 4.0345], "e_lumo_ev": [-12.118, -12.099], "homo_energy_ev": [-16.13, -16.13], "relative_energy_kcal_mol": 118.80, "total_charge": 3, "energy_ha": -4286.60244, "elements": ["In", "O", "P", "C", "P", "O", "C", "C", "C", "C", "C", "C", "C", "C", "C", "C", "C", "C", "C", "C", "C", "C", "C", "C", "C", "C", "C", "C", "C", "C", "H", "H", "H", "H", "H", "H", "H", "H", "H", "H", "H", "H", "H", "H", "H", "H", "H", "H", "H", "H", "H", "H", "C", "C", "S", "O", "O", "C", "C", "N", "C", "N", "C", "C", "N", "O", "O", "C", "H", "H", "H", "H", "H", "H", "H", "H", "H", "H", "H", "H", "H", "O", "P", "C", "C", "C", "C", "C", "C", "C", "C", "C", "C", "C", "C", "C", "C", "C", "C", "C", "C", "H", "H", "H", "H", "H", "H", "H", "H", "H", "H", "H", "H", "H", "H", "H", "H", "H", "H", "H", "H", "H", "H", "H", "H", "H", "H", "H", "H", "H", "H", "H", "H", "H"], "xyz": [[0.1904, -0.3253, -0.1275], [1.4532, -1.7463, -0.9271], [1.7667, -3.1845, -0.5953], [0.5273, -4.3473, -1.2944], [-1.0959, -3.8238, -0.6311], [-0.9026, -2.5103, 0.0489], [-1.8632, -5.0302, 0.4614], [-1.6531, -6.4038, 0.3938], [-2.3917, -7.2486, 1.2077], [-3.3541, -6.7306, 2.0628], [-3.5816, -5.3610, 2.1166], [-2.8373, -4.5115, 1.3154], [-2.1319, -3.7225, -2.1097], [-3.0458, -4.7200, -2.4272], [-3.7845, -4.6148, -3.5968], [-3.5945, -3.5329, -4.4427], [-2.6894, -2.5318, -4.1156], [-1.9492, -2.6257, -2.9494], [3.3716, -3.6171, -1.3268], [3.5475, -3.3466, -2.6813], [4.7797, -3.5815, -3.2692], [5.8337, -4.0535, -2.4984], [5.6517, -4.3308, -1.1525], [4.4198, -4.1031, -0.5546], [1.8962, -3.5045, 1.1754], [1.8561, -4.8053, 1.6716], [2.0997, -5.0366, 3.0175], [2.3959, -3.9723, 3.8601], [2.4330, -2.6738, 3.3671], [2.1868, -2.4392, 2.0226], [0.7627, -5.3892, -1.0797], [0.5119, -4.2163, -2.3778], [-0.9346, -6.8179, -0.3019], [-2.2299, -8.3164, 1.1607], [-3.9400, -7.3976, 2.6791], [-4.3558, -4.9610, 2.7577], [-3.0013, -3.4408, 1.3258], [-3.1874, -5.5646, -1.7665], [-4.5057, -5.3815, -3.8401], [-4.1512, -3.4732, -5.3673], [-2.5577, -1.6845, -4.7743], [-1.2321, -1.8563, -2.6792], [2.7309, -2.9483, -3.2702], [4.9217, -3.3720, -4.3201], [6.8086, -4.1890, -2.9471], [6.4682, -4.7087, -0.5531], [4.2879, -4.3129, 0.4977], [1.6571, -5.6379, 1.0098], [2.0825, -6.0489, 3.3960], [2.6200, -4.1581, 4.9020], [2.6900, -1.8522, 4.0240], [2.2489, -1.4361, 1.6147], [-4.9505, 0.8115, 4.2546], [-3.9209, -0.2118, 4.6945], [-2.8976, 0.5806, 5.9799], [-2.0558, 1.5450, 5.3022], [-3.7455, 0.9974, 7.0447], [-1.8357, -0.7884, 6.6048], [-0.3602, -0.6614, 6.2282], [-0.1231, -0.2658, 4.8393], [-0.2674, -1.0409, 3.7282], [0.0055, -0.3488, 2.6073], [0.3150, 0.8900, 2.9856], [0.2411, 0.9685, 4.3875], [0.5156, 2.1539, 5.1632], [0.6355, 2.0535, 6.3586], [0.6490, 3.1574, 4.4981], [-0.6456, -2.4637, 3.7216], [-5.5847, 0.3988, 3.4715], [-4.4579, 1.7039, 3.8706], [-5.5790, 1.0946, 5.0965], [-3.2286, -0.4924, 3.8977], [-4.3832, -1.0823, 5.1587], [-2.2898, -1.7099, 6.2445], [-1.9396, -0.7408, 7.6873], [0.1336, -1.6193, 6.4078], [0.1083, 0.0845, 6.8612], [0.5731, 1.6671, 2.2805], [0.1033, -3.0699, 4.2381], [-0.7037, -2.7810, 2.6816], [-1.6129, -2.6263, 4.1991], [0.6983, 2.3147, -0.4182], [1.0300, 3.2730, -1.5439], [1.7388, 2.1707, -2.9044], [0.6341, 1.2578, -3.4557], [-0.0377, 1.7860, -4.7200], [1.0009, 2.1015, -5.7918], [1.9611, 3.1734, -5.2864], [2.6469, 2.7496, -3.9898], [-0.4597, 4.3113, -1.8617], [-1.7398, 3.4682, -1.7422], [-2.9422, 4.3997, -1.5673], [-2.8362, 5.6483, -2.4567], [-1.9008, 5.4114, -3.6338], [-0.4661, 5.1728, -3.1327], [2.5157, 4.3441, -1.0154], [2.7416, 4.1600, 0.4823], [1.7586, 4.9644, 1.3217], [1.8309, 6.4465, 0.9807], [1.5970, 6.7100, -0.5047], [2.4222, 5.8107, -1.4249], [2.3614, 1.5681, -2.2270], [-0.1207, 1.0703, -2.6781], [1.1009, 0.2931, -3.6857], [-0.6110, 2.6912, -4.5043], [-0.7404, 1.0354, -5.0859], [0.5077, 2.4488, -6.6994], [1.5581, 1.1950, -6.0431], [1.4210, 4.1122, -5.1524], [2.7327, 3.3622, -6.0332], [3.2406, 3.5830, -3.6082], [3.3625, 1.9577, -4.2342], [-0.4637, 4.9556, -0.9737], [-1.6655, 2.7902, -0.8900], [-1.8610, 2.8641, -2.6448], [-3.0383, 4.6961, -0.5207], [-3.8488, 3.8439, -1.8155], [-2.4658, 6.4969, -1.8731], [-3.8224, 5.9446, -2.8137], [-1.9056, 6.2697, -4.3040], [-2.2471, 4.5485, -4.2091], [-0.0256, 6.1490, -2.9252], [0.1212, 4.7085, -3.9233], [3.3380, 3.8701, -1.5595], [3.7578, 4.5039, 0.7022], [2.6969, 3.1007, 0.7399], [1.9508, 4.8118, 2.3850], [0.7450, 4.5810, 1.1353], [2.8180, 6.8255, 1.2630], [1.1067, 7.0082, 1.5712], [1.8236, 7.7511, -0.7371], [0.5295, 6.5887, -0.7050], [3.4487, 6.1952, -1.4329], [2.0741, 5.9008, -2.4570]]}